Density functional theory data (the ωB97M-V functional and the def2-TZVPD basis) for a 13-piece molecular cluster, C38H78O22S6 overall in a non-equilibrium geometry.

Its HOMO energy is -0.318 Ha. For the LUMO energy, the calculation gives 0.334 eV. As for the spin multiplicity: 1. The largest force on an atom is 0.0723 hartree/bohr.

Last columns: bonded neighbours and bond lengths (Å).
Geometry (Å):
1 C 5.92258 -0.99569 -2.70229  S2 1.846, H5 1.089, H6 1.099, H7 1.097
2 S 5.71438 -1.14633 -0.87432  C1 1.846, O3 1.502, C4 1.786
3 O 4.81283 -0.01856 -0.46076  S2 1.502
4 C 4.78350 -2.66874 -0.93674  S2 1.786, H8 1.117, H9 1.100, H10 1.065
5 H 4.96301 -1.18227 -3.18114  C1 1.089
6 H 6.67096 -1.71447 -3.06288  C1 1.099
7 H 6.24967 0.04246 -2.84190  C1 1.097
8 H 5.50864 -3.40689 -1.35866  C4 1.117
9 H 4.04667 -2.60775 -1.75077  C4 1.100
10 H 4.38965 -3.16804 -0.08243  C4 1.065
11 C -0.48278 -6.10764 -0.38325  S12 1.805, H15 1.102, H16 1.089, H17 1.080
12 S -0.18647 -4.49308 -1.13366  C11 1.805, O13 1.489, C14 1.847
13 O 1.19230 -4.51909 -1.69623  S12 1.489
14 C -1.28620 -4.57449 -2.61473  S12 1.847, H18 1.086, H19 1.116, H20 1.094
15 H -0.56589 -6.93121 -1.11042  C11 1.102
16 H -1.43131 -6.06814 0.15042  C11 1.089
17 H 0.35543 -6.23051 0.28725  C11 1.080
18 H -2.31617 -4.79191 -2.34873  C14 1.086
19 H -0.93143 -5.43179 -3.23411  C14 1.116
20 H -1.21461 -3.61863 -3.14263  C14 1.094
21 C 1.98119 -3.56557 -4.60658  S22 1.800, H25 1.133, H26 1.103, H27 1.087
22 S 1.40147 -1.91446 -4.18405  C21 1.800, O23 1.497, C24 1.877
23 O 2.66124 -1.31738 -3.63970  S22 1.497
24 C 1.27449 -1.27554 -5.94460  S22 1.877, H28 1.090, H29 1.180, H30 1.120
25 H 1.42056 -3.99643 -5.49214  C21 1.133
26 H 1.80159 -4.11116 -3.66550  C21 1.103
27 H 3.04565 -3.45406 -4.79811  C21 1.087
28 H 0.65658 -0.37774 -5.94893  C24 1.090
29 H 0.72371 -2.13724 -6.53261  C24 1.180
30 H 2.27138 -1.17058 -6.44484  C24 1.120
31 C -3.67258 -1.73856 -0.10776  S32 1.821, H35 1.107, H36 1.119, H37 1.106
32 S -4.86391 -2.60510 -1.17790  C31 1.821, O33 1.487, C34 1.810
33 O -4.09401 -3.49678 -2.08497  S32 1.487
34 C -5.62357 -3.64979 0.09048  S32 1.810, H38 1.136, H39 1.088, H40 1.072
35 H -3.08325 -2.47525 0.47147  C31 1.107
36 H -4.23538 -1.08446 0.60437  C31 1.119
37 H -2.96380 -1.18468 -0.75055  C31 1.106
38 H -6.30285 -4.42921 -0.37924  C34 1.136
39 H -6.10934 -3.02627 0.83850  C34 1.088
40 H -4.90990 -4.23479 0.63614  C34 1.072
41 C 2.09175 -2.01248 4.06986  S42 1.857, H45 1.103, H46 1.096, H47 1.096
42 S 3.18501 -2.93796 2.88793  C41 1.857, O43 1.504, C44 1.815
43 O 3.54519 -4.28939 3.44035  S42 1.504
44 C 1.97789 -3.39985 1.61309  S42 1.815, H48 1.049, H49 1.085, H50 1.090
45 H 1.39166 -2.76912 4.46192  C41 1.103
46 H 1.62626 -1.16045 3.56081  C41 1.096
47 H 2.78842 -1.80777 4.89086  C41 1.096
48 H 2.46390 -3.82907 0.78886  C44 1.049
49 H 1.34411 -2.60402 1.23553  C44 1.085
50 H 1.40066 -4.23968 1.99946  C44 1.090
51 C 3.42363 2.62299 -3.70174  S52 1.808, H55 1.102, H56 1.105, H57 1.114
52 S 2.17555 2.48004 -5.00171  C51 1.808, O53 1.508, C54 1.780
53 O 0.92197 1.77160 -4.55222  S52 1.508
54 C 1.90821 4.23246 -5.16247  S52 1.780, H58 1.077, H59 1.096, H60 1.105
55 H 4.22260 3.27083 -4.09712  C51 1.102
56 H 3.68191 1.57289 -3.47279  C51 1.105
57 H 2.88925 3.12813 -2.86532  C51 1.114
58 H 1.56530 4.74814 -4.28172  C54 1.077
59 H 1.12262 4.45995 -5.89200  C54 1.096
60 H 2.77528 4.78874 -5.56090  C54 1.105
61 C -2.99213 1.37747 1.46444  O62 1.462, H67 1.082, H68 1.058, H69 1.049
62 O -4.42883 1.10831 1.50358  C61 1.462, C63 1.321
63 C -4.90174 0.39019 2.50588  O62 1.321, O64 1.211, O65 1.362
64 O -4.24126 -0.14896 3.36536  C63 1.211
65 O -6.25641 0.25925 2.45547  C63 1.362, C66 1.438
66 C -6.74685 -0.77275 3.32925  O65 1.438, H70 1.081, H71 1.083, H72 1.062
67 H -2.75273 2.27225 2.02371  C61 1.082
68 H -2.77796 1.51957 0.43805  C61 1.058
69 H -2.57863 0.48630 1.83190  C61 1.049
70 H -6.62017 -1.74789 2.88125  C66 1.081
71 H -7.77361 -0.57409 3.61015  C66 1.083
72 H -6.12615 -0.81218 4.19036  C66 1.062
73 C -4.30159 5.38433 -1.35592  O74 1.446, H79 1.135, H80 1.100, H81 1.158
74 O -4.63561 4.49376 -2.44496  C73 1.446, C75 1.325
75 C -3.83002 3.44907 -2.57175  O74 1.325, O76 1.219, O77 1.265
76 O -2.90347 3.09885 -1.86077  C75 1.219
77 O -4.17952 2.79113 -3.59385  C75 1.265, C78 1.366
78 C -3.61287 1.55400 -3.71416  O77 1.366, H82 1.074, H83 1.138, H84 1.053
79 H -5.05459 6.21753 -1.51689  C73 1.135
80 H -3.24615 5.69250 -1.34727  C73 1.100
81 H -4.60891 4.89415 -0.35253  C73 1.158
82 H -3.88394 0.83660 -2.96173  C78 1.074
83 H -2.47772 1.62968 -3.68883  C78 1.138
84 H -3.88113 1.13382 -4.64188  C78 1.053
85 O 2.24675 1.20450 2.04711  C86 1.216
86 C 3.21208 1.77079 1.57196  O85 1.216, O87 1.374, C90 1.508
87 O 3.19658 2.61611 0.48880  C86 1.374, C88 1.461
88 C 4.51754 3.15479 0.17146  O87 1.461, C89 1.512, H91 1.063, H92 1.087
89 C 5.19880 3.10452 1.52072  C88 1.512, C90 1.514, H93 1.092, H94 1.053
90 C 4.61925 1.83630 2.11066  C86 1.508, C89 1.514, H95 1.117, H96 1.138
91 H 4.37159 4.18044 -0.06627  C88 1.063
92 H 4.84304 2.49457 -0.62869  C88 1.087
93 H 4.83345 3.90643 2.16483  C89 1.092
94 H 6.23708 3.13971 1.35169  C89 1.053
95 H 4.70303 1.65605 3.20994  C90 1.117
96 H 5.15572 0.95496 1.63042  C90 1.138
97 O -0.62574 -1.03602 1.38854  C98 1.220
98 C -0.17940 -0.57584 0.35041  O97 1.220, O99 1.333, C102 1.462
99 O -0.91324 0.25832 -0.38606  C98 1.333, C100 1.513
100 C -0.16196 0.48801 -1.67856  O99 1.513, C101 1.511, H103 1.065, H104 1.083
101 C 1.25351 0.48761 -1.15055  C100 1.511, C102 1.496, H105 1.062, H106 1.092
102 C 1.14417 -0.70797 -0.25728  C98 1.462, C101 1.496, H107 1.073, H108 1.078
103 H -0.46930 1.39026 -2.15372  C100 1.065
104 H -0.44547 -0.38284 -2.25686  C100 1.083
105 H 1.47355 1.43571 -0.72635  C101 1.062
106 H 2.03528 0.25541 -1.87748  C101 1.092
107 H 1.91321 -0.71789 0.49032  C102 1.073
108 H 1.37023 -1.61307 -0.79746  C102 1.078
109 O 1.47040 3.90286 3.95159  C110 1.175
110 C 0.75664 3.01006 4.22173  O109 1.175, O111 1.327, C114 1.550
111 O 1.11243 2.06325 5.08057  C110 1.327, C112 1.453
112 C 0.04603 1.08767 5.22636  O111 1.453, C113 1.547, H115 1.084, H116 1.105
113 C -1.21880 1.76337 4.64617  C112 1.547, C114 1.486, H117 1.112, H118 1.079
114 C -0.70628 2.82624 3.74307  C110 1.550, C113 1.486, H119 1.113, H120 1.106
115 H 0.03902 0.83599 6.28048  C112 1.084
116 H 0.25729 0.18208 4.62953  C112 1.105
117 H -1.78787 2.25340 5.46681  C113 1.112
118 H -1.78537 0.98030 4.16666  C113 1.079
119 H -1.36438 3.71924 3.65429  C114 1.113
120 H -0.59124 2.35875 2.74756  C114 1.106
121 O -3.16870 -5.04499 2.23393  C122 1.206
122 C -2.87385 -4.13371 2.96665  O121 1.206, O123 1.343, C126 1.488
123 O -3.68836 -3.49531 3.82223  C122 1.343, C124 1.433
124 C -2.88680 -2.86237 4.82789  O123 1.433, C125 1.512, H127 1.086, H128 1.091
125 C -1.64648 -2.43165 4.07750  C124 1.512, C126 1.488, H129 1.123, H130 1.053
126 C -1.50553 -3.57208 3.13246  C122 1.488, C125 1.488, H131 1.090, H132 1.124
127 H -2.57827 -3.60353 5.55913  C124 1.086
128 H -3.47990 -2.05776 5.26606  C124 1.091
129 H -0.78513 -2.37651 4.79540  C125 1.123
130 H -1.78311 -1.47887 3.65061  C125 1.053
131 H -0.91844 -4.42489 3.47420  C126 1.090
132 H -1.08734 -3.24878 2.14094  C126 1.124
133 O 2.85021 6.53171 -0.41355  C134 1.208
134 C 1.98391 5.69355 -0.48829  O133 1.208, O135 1.377, C138 1.489
135 O 1.80852 4.90809 -1.60507  C134 1.377, C136 1.419
136 C 0.63922 4.11126 -1.49632  O135 1.419, C137 1.546, H139 1.119, H140 1.081
137 C 0.17617 4.14145 -0.02156  C136 1.546, C138 1.542, H141 1.072, H142 1.088
138 C 1.11921 5.18375 0.61177  C134 1.489, C137 1.542, H143 1.114, H144 1.089
139 H 0.94576 3.12499 -1.92775  C136 1.119
140 H -0.07016 4.56580 -2.17374  C136 1.081
141 H 0.41082 3.19639 0.42609  C137 1.072
142 H -0.82207 4.56951 0.03968  C137 1.088
143 H 1.76891 4.72817 1.39370  C138 1.114
144 H 0.57066 6.01061 1.06055  C138 1.089